Density functional theory data (ωB97M-V/def2-TZVPD) for a cluster of 2 separate species, C3H9OS in total in a non-equilibrium geometry.

Structure (XYZ):
```
14
C3H9OS ωB97M-V/def2-TZVPD
C 2.323 2.406 0.735
O 2.337 1.416 -0.300
H 1.235 2.662 0.909
H 2.642 1.902 1.615
H 2.897 3.362 0.757
C -2.450 -1.535 -0.167
C -0.932 -1.731 -0.740
S 0.402 -0.682 0.010
H -2.662 -0.434 -0.394
H -2.600 -1.940 0.895
H -3.223 -2.106 -0.704
H -0.617 -2.717 -0.709
H -1.111 -1.298 -1.841
H 1.760 0.695 -0.067
```

For the highest occupied orbital energy, the calculation gives -2.64 eV. Its spin multiplicity is 1. Its net charge is -1. Its HOMO-LUMO gap is 6.76 eV.

---

Density functional theory data (ωB97M-V/def2-TZVPD) for a structure of composition C21H31F5P2Sn in a non-equilibrium geometry.

Structure (XYZ):
```
60
C21H31F5P2Sn ωB97M-V/def2-TZVPD
P 4.607 -3.230 -3.668
P 5.799 -3.276 -0.763
C 6.402 -3.728 -3.481
C 6.701 -4.256 -2.078
H 7.001 -2.833 -3.705
H 6.616 -4.491 -4.242
H 6.377 -5.302 -1.969
H 7.775 -4.198 -1.857
C 7.176 -2.134 -0.325
H 6.901 -1.610 0.601
H 7.314 -1.401 -1.130
H 8.105 -2.699 -0.168
C 6.024 -4.466 0.614
H 7.075 -4.769 0.710
H 5.397 -5.346 0.423
H 5.695 -3.979 1.541
C 4.790 -2.272 -5.221
H 3.785 -2.030 -5.590
H 5.334 -2.847 -5.981
H 5.328 -1.342 -4.998
C 4.000 -4.797 -4.421
H 3.963 -5.581 -3.653
H 4.661 -5.107 -5.242
H 2.989 -4.618 -4.808
Sn -0.374 -0.141 0.062
C 1.521 -1.460 0.913
C 2.234 -0.299 0.649
C 3.139 -0.067 -0.508
C 2.485 0.559 -1.765
C 1.124 0.055 -2.092
C 0.712 -1.270 -1.958
C 1.538 -2.430 -1.479
C 1.545 -2.700 0.046
C -2.070 0.771 -0.953
H 1.207 -1.634 1.951
H 2.277 0.459 1.440
H 3.674 -0.991 -0.793
H 3.911 0.649 -0.177
H 2.435 1.650 -1.620
H 3.153 0.393 -2.628
H 0.495 0.725 -2.687
H -0.231 -1.554 -2.440
H 2.571 -2.363 -1.852
H 1.110 -3.328 -1.952
H 0.663 -3.318 0.286
H 2.430 -3.310 0.301
H -2.945 0.500 -0.341
H -2.145 0.357 -1.968
H -1.934 1.862 -0.970
F 0.245 3.206 0.894
C -0.367 2.550 1.926
C -0.550 1.176 1.877
C -1.226 0.570 2.925
F -1.523 -0.768 2.866
C -1.701 1.293 4.028
F -2.370 0.668 5.014
C -1.514 2.676 4.061
F -1.983 3.392 5.099
C -0.847 3.307 3.009
F -0.710 4.649 3.021
```

For the highest occupied orbital energy (spin up / spin down), the calculation gives -12.64 / -12.64 eV. Its spin multiplicity is 1. Its net charge is +2. Its HOMO-LUMO gap (spin up / spin down) is 2.45 / 2.45 eV.

---

Density functional theory data (ωB97M-V/def2-TZVPD) for a cluster of 10 separate species, H22NO9 in total in a non-equilibrium geometry.

Structure (XYZ):
```
32
H22NO9 ωB97M-V/def2-TZVPD
N -0.205 0.292 0.066
H -0.105 1.121 -0.391
H 0.676 -0.026 0.296
H -0.789 -0.305 -0.557
H -0.468 0.476 0.904
O 2.388 -1.835 0.229
H 2.021 -1.833 1.075
H 3.018 -0.998 0.261
O 1.050 3.364 0.405
H 1.851 3.155 0.951
H 1.042 4.199 0.213
O 1.747 0.522 -2.511
H 2.602 0.734 -2.369
H 1.146 0.985 -3.029
O 0.677 -2.565 -1.762
H 1.114 -2.693 -2.734
H 1.430 -2.392 -1.167
O -1.216 -1.030 -3.268
H -0.898 -1.883 -3.270
H -0.876 -0.893 -4.077
O -2.872 1.394 2.610
H -3.783 1.691 2.430
H -2.139 2.012 2.730
O 1.806 -0.253 3.012
H 2.048 0.414 3.574
H 1.301 -0.820 3.549
O -2.826 1.244 -0.920
H -3.429 1.020 -0.236
H -2.969 2.047 -1.455
O -0.943 -2.065 1.764
H -1.810 -2.158 1.956
H -0.603 -2.930 1.721
```

For the highest occupied orbital energy, the calculation gives -13.40 eV. Its spin multiplicity is 1. Its net charge is +1. Its HOMO-LUMO gap is 10.48 eV.

---

Density functional theory data (ωB97M-V/def2-TZVPD) for a cluster of 2 separate species, C12H10F2 in total.

Structure (XYZ):
```
24
C12H10F2 ωB97M-V/def2-TZVPD
F -2.779 -1.562 -0.684
C -2.045 -1.254 0.405
C -0.682 -1.374 0.348
C 0.054 -1.037 1.469
C -0.572 -0.574 2.621
C -1.954 -0.485 2.668
C -2.698 -0.825 1.554
H -0.180 -1.664 -0.566
H 1.131 -0.952 1.390
H 0.036 -0.262 3.460
H -2.428 -0.155 3.583
H -3.780 -0.767 1.512
F 1.726 2.644 0.535
C 1.516 1.758 -0.460
C 0.440 1.954 -1.301
C 0.245 1.062 -2.351
C 1.109 -0.025 -2.530
C 2.173 -0.186 -1.647
C 2.395 0.705 -0.610
H -0.221 2.800 -1.174
H -0.593 1.232 -3.017
H 0.983 -0.633 -3.416
H 2.848 -1.022 -1.800
H 3.274 0.623 0.014
```

For the highest occupied orbital energy, the calculation gives -9.19 eV. Its spin multiplicity is 1. Its net charge is 0. The structure (SMILES) is Fc1ccccc1.Fc1ccccc1. Its HOMO-LUMO gap is 10.16 eV.

---

Density functional theory data (ωB97M-V/def2-TZVPD) for a cluster of 2 separate species, C6H10N3O2S in total in a non-equilibrium geometry.

Structure (XYZ):
```
22
C6H10N3O2S ωB97M-V/def2-TZVPD
C -1.217 0.895 -1.694
C -2.063 1.186 -0.680
C -0.059 1.317 0.124
C 1.182 1.427 0.828
C 2.155 0.994 -0.269
C 1.483 0.973 -1.423
N 0.089 1.060 -1.194
N -1.299 1.289 0.448
N 0.383 -3.201 1.093
O -1.194 -1.846 -0.310
O -0.552 -0.898 1.744
S -1.032 -2.197 1.270
H -1.576 0.646 -2.740
H -3.170 1.269 -0.751
H 1.348 2.413 1.030
H 1.330 0.772 1.749
H 3.178 0.916 -0.293
H -0.641 -2.431 -0.848
H 1.813 0.889 -2.375
H -1.758 1.185 1.337
H 1.222 -2.691 1.235
H 0.378 -3.966 1.718
```

For the highest occupied orbital energy, the calculation gives -13.26 eV. Its spin multiplicity is 1. Its net charge is +1. Its HOMO-LUMO gap is 10.44 eV.

---

Density functional theory data (ωB97M-V/def2-TZVPD) for a structure of composition C36H48FGe2IrN4O4SSi in a non-equilibrium geometry.

Structure (XYZ):
```
98
C36H48FGe2IrN4O4SSi ωB97M-V/def2-TZVPD
Ir 0.362 0.894 0.354
C -4.104 -3.260 1.544
C -3.473 -2.408 0.441
Ge -1.540 -2.567 0.320
C -0.870 -3.891 -0.931
C -1.475 -5.249 -0.546
C -0.682 -2.714 2.027
C 0.057 -1.973 2.862
Ge 1.138 -0.366 2.389
C 1.196 1.147 3.677
C 1.213 0.991 5.197
C 3.023 -0.950 2.099
C 3.956 -1.131 3.300
C 0.152 -2.439 4.279
C 1.259 -2.169 5.075
C 1.341 -2.615 6.386
C 0.290 -3.327 6.941
C -0.842 -3.575 6.176
C -0.912 -3.132 4.867
H -5.183 -3.109 1.572
H -3.711 -2.999 2.528
H -3.929 -4.326 1.389
H -3.682 -1.347 0.600
H -3.867 -2.664 -0.543
H 0.214 -3.922 -0.868
H -1.149 -3.611 -1.945
H -1.220 -5.542 0.475
H -1.103 -6.031 -1.207
H -2.562 -5.242 -0.632
H -1.024 -3.662 2.456
H 0.351 1.770 3.394
H 2.094 1.687 3.354
H 0.372 0.402 5.561
H 1.157 1.973 5.673
H 2.124 0.513 5.555
H 3.458 -0.162 1.484
H 3.028 -1.854 1.487
H 3.904 -0.292 3.998
H 4.987 -1.191 2.949
H 3.761 -2.048 3.851
H 2.081 -1.600 4.671
H 2.225 -2.401 6.971
H 0.341 -3.668 7.966
H -1.681 -4.107 6.606
H -1.826 -3.300 4.310
C -2.277 -0.008 3.376
Si -2.475 1.598 2.458
C -2.181 2.943 3.751
C -4.265 1.652 1.891
N -1.433 1.780 1.019
C -1.955 2.641 0.087
C -2.685 3.799 0.380
C -3.254 4.594 -0.593
C -3.115 4.258 -1.966
C -2.404 3.177 -2.346
C -1.744 2.331 -1.354
F -0.333 2.331 -1.578
H -3.039 0.015 4.161
H -1.319 -0.144 3.869
H -2.469 -0.884 2.755
H -2.869 2.758 4.581
H -2.375 3.957 3.404
H -1.174 2.922 4.171
H -4.849 0.940 2.478
H -4.367 1.386 0.837
H -4.721 2.634 2.022
H -2.808 4.081 1.414
H -3.810 5.476 -0.310
H -3.584 4.879 -2.718
H -2.280 2.885 -3.379
C 3.726 -2.762 -2.515
C 4.309 -1.516 -2.700
C 3.831 -0.420 -2.008
C 2.755 -0.580 -1.139
C 2.158 -1.818 -0.958
C 2.658 -2.913 -1.642
N 2.259 0.538 -0.400
N 3.091 1.475 -0.315
C 2.624 2.585 0.386
C 3.466 3.664 0.585
C 2.974 4.755 1.278
C 1.665 4.720 1.736
C 0.879 3.607 1.501
N 1.358 2.547 0.838
H 4.103 -3.619 -3.057
H 5.136 -1.398 -3.386
H 4.272 0.555 -2.146
H 1.329 -1.926 -0.271
H 2.214 -3.887 -1.502
H 4.471 3.623 0.191
H 3.599 5.619 1.455
H 1.239 5.550 2.281
H -0.143 3.539 1.836
O -2.096 -1.372 -2.371
S -1.329 -0.371 -1.718
O -2.188 0.924 -1.638
O -1.119 -0.743 -0.194
O -0.021 -0.106 -2.218
```

For the highest occupied orbital energy (spin up / spin down), the calculation gives -9.39 / -10.73 eV. Its spin multiplicity is 2. Its net charge is +1. Its HOMO-LUMO gap (spin up / spin down) is 4.96 / 6.30 eV.

---

Density functional theory data (ωB97M-V/def2-TZVPD) for a cluster of 2 separate species, C3H4N2OS in total in a non-equilibrium geometry.

Structure (XYZ):
```
11
C3H4N2OS ωB97M-V/def2-TZVPD
C -1.725 -0.664 -1.647
C 1.284 -0.608 -2.921
C 0.520 0.213 0.855
N -0.911 -0.822 -0.781
N 0.146 -0.713 -0.136
O 1.025 0.477 -3.153
S 1.804 -2.037 -2.661
H -2.774 -0.942 -1.819
H 0.895 1.198 0.247
H -0.385 0.503 1.392
H 1.285 -0.198 1.455
```

For the highest occupied orbital energy (spin up / spin down), the calculation gives -8.49 / -8.49 eV. Its spin multiplicity is 1. Its net charge is 0. Its HOMO-LUMO gap (spin up / spin down) is 9.22 / 9.22 eV.

---

Density functional theory data (ωB97M-V/def2-TZVPD) for a structure of composition C12H28N4O8SZn in a non-equilibrium geometry.

Structure (XYZ):
```
54
C12H28N4O8SZn ωB97M-V/def2-TZVPD
Zn 14.383 10.160 -11.976
S 15.857 12.175 -11.083
O 14.404 11.979 -11.285
O 16.294 12.322 -9.705
O 16.186 10.835 -11.654
O 16.392 13.205 -11.940
C 12.752 7.680 -8.960
C 13.959 8.572 -9.138
O 14.109 9.196 -10.188
N 14.846 8.649 -8.145
C 15.942 9.580 -8.149
H 11.976 8.065 -9.620
H 12.346 7.798 -7.955
H 12.980 6.654 -9.247
H 14.836 7.876 -7.499
H 16.374 9.755 -9.134
H 16.743 9.169 -7.534
H 15.608 10.548 -7.777
C 14.578 6.587 -14.360
C 15.198 7.418 -13.267
O 14.534 8.310 -12.733
N 16.426 7.124 -12.836
C 17.206 7.878 -11.874
H 14.303 7.244 -15.186
H 13.701 6.022 -14.050
H 15.250 5.890 -14.865
H 16.918 6.373 -13.296
H 18.114 7.316 -11.659
H 16.728 8.251 -10.969
H 17.498 8.800 -12.378
C 10.604 8.606 -13.114
C 11.185 9.845 -12.442
O 12.392 9.974 -12.315
N 10.317 10.763 -11.952
C 8.896 10.819 -12.150
H 10.198 8.064 -12.256
H 11.380 7.985 -13.556
H 9.780 8.865 -13.776
H 10.750 11.492 -11.403
H 8.452 11.236 -11.248
H 8.459 9.840 -12.339
H 8.702 11.426 -13.036
C 14.200 12.973 -14.561
C 14.292 11.518 -14.923
O 14.611 10.715 -14.011
N 14.029 11.113 -16.155
C 14.174 9.796 -16.738
H 15.198 13.400 -14.485
H 13.760 12.998 -13.563
H 13.488 13.580 -15.121
H 13.828 11.831 -16.834
H 15.010 9.218 -16.346
H 14.345 9.910 -17.809
H 13.251 9.225 -16.633
```

For the highest occupied orbital energy, the calculation gives -6.99 eV. Its spin multiplicity is 1. Its net charge is 0. Its HOMO-LUMO gap is 7.10 eV.

---

Density functional theory data (ωB97M-V/def2-TZVPD) for a cluster of 2 separate species, C2H4FIO in total in a non-equilibrium geometry.

Structure (XYZ):
```
9
C2H4FIO ωB97M-V/def2-TZVPD
C -0.287 -0.006 0.253
C 1.922 0.259 -0.251
O 1.014 -0.513 0.179
F 1.720 1.891 0.813
I 3.967 -0.095 -0.009
H -0.156 1.029 0.837
H -1.031 -0.551 0.945
H -0.747 0.143 -0.717
H 1.793 0.737 -1.181
```

For the highest occupied orbital energy, the calculation gives -10.18 eV. Its spin multiplicity is 1. Its net charge is 0. Its HOMO-LUMO gap is 10.23 eV.

---

Density functional theory data (ωB97M-V/def2-TZVPD) for the ion C6H11N2 with charge +1 in a non-equilibrium geometry.

Structure (XYZ):
```
19
C6H11N2 ωB97M-V/def2-TZVPD
C 0.976 -0.039 1.097
C 0.971 1.179 -0.938
C -0.433 -0.305 0.506
C -0.025 0.102 -0.870
C -1.750 0.274 0.949
C -0.259 -0.664 -2.079
N 1.653 0.638 0.215
N 1.344 -0.559 2.257
H 1.627 1.168 -1.891
H 0.565 2.185 -0.729
H -0.479 -1.414 0.327
H -1.479 1.375 1.061
H -2.341 -0.216 1.783
H -2.469 0.098 0.004
H -0.535 -0.025 -2.841
H -1.042 -1.333 -2.002
H 0.725 -0.931 -2.239
H 0.678 -1.164 2.737
H 2.276 -0.369 2.654
```

For the highest occupied orbital energy, the calculation gives -13.82 eV. Its spin multiplicity is 1. Its net charge is +1. Its HOMO-LUMO gap is 8.30 eV.

---

Density functional theory data (ωB97M-V/def2-TZVPD) for a cluster of 3 separate species, C20H38ClN6O3 in total in a non-equilibrium geometry.

Structure (XYZ):
```
68
C20H38ClN6O3 ωB97M-V/def2-TZVPD
C 5.744 -2.655 2.044
C 4.993 -1.788 0.999
C 3.836 -2.637 0.399
C 2.452 -2.360 1.022
C 2.228 -3.037 2.386
C 0.837 -2.727 3.009
C -0.240 -3.826 2.755
C -1.490 -3.329 1.992
C -1.033 -2.892 0.581
C -2.180 -2.714 -0.437
C -2.607 -1.255 -0.758
C -1.493 -0.224 -0.750
N -1.123 0.287 0.616
C -0.009 0.984 0.694
C 0.390 1.469 1.931
C 1.681 2.237 2.094
C 2.741 1.420 2.871
O 3.858 1.346 2.447
Cl 2.318 0.637 4.407
C -0.429 1.216 3.007
C -1.571 0.467 2.769
N -1.916 -0.011 1.600
H 6.302 -3.415 1.488
H 5.031 -3.203 2.663
H 6.431 -2.066 2.656
H 5.693 -1.621 0.176
H 4.630 -0.848 1.415
H 4.097 -3.700 0.386
H 3.757 -2.352 -0.661
H 2.323 -1.267 1.114
H 1.708 -2.692 0.289
H 2.999 -2.622 3.045
H 2.401 -4.112 2.287
H 0.500 -1.745 2.646
H 1.026 -2.619 4.082
H -0.514 -4.237 3.732
H 0.251 -4.646 2.220
H -2.129 -4.211 1.891
H -1.991 -2.520 2.530
H -0.415 -3.726 0.229
H -0.354 -2.044 0.676
H -3.060 -3.215 -0.018
H -1.970 -3.260 -1.361
H -3.004 -1.258 -1.780
H -3.468 -0.988 -0.143
H -0.585 -0.716 -1.123
H -1.670 0.608 -1.440
H 0.591 1.177 -0.186
H 2.095 2.584 1.151
H 1.454 3.091 2.745
H -0.180 1.573 3.997
H -2.223 0.255 3.611
C -1.755 3.369 -2.662
O -1.927 2.172 -2.851
N -1.209 4.182 -3.608
N -2.097 3.986 -1.493
H -1.057 5.166 -3.481
H -0.947 3.758 -4.480
H -2.511 3.419 -0.777
H -1.967 4.966 -1.322
C -4.261 5.676 -6.357
O -4.498 6.620 -5.626
N -4.875 5.504 -7.564
N -3.352 4.707 -6.020
H -4.692 4.733 -8.177
H -5.546 6.197 -7.838
H -2.887 4.810 -5.138
H -3.134 3.918 -6.598
```

For the highest occupied orbital energy, the calculation gives -11.63 eV. Its spin multiplicity is 1. Its net charge is +1. Its HOMO-LUMO gap is 7.08 eV.

---

Density functional theory data (ωB97M-V/def2-TZVPD) for a structure of composition C21H21BrN5NiOS.

Structure (XYZ):
```
51
C21H21BrN5NiOS ωB97M-V/def2-TZVPD
Ni -0.260 -1.253 -0.486
Br 6.230 -2.052 -1.177
C 4.365 -1.819 -0.959
C 3.862 -1.401 0.263
C 2.492 -1.218 0.410
C 1.602 -1.474 -0.635
C 2.145 -1.891 -1.852
C 3.514 -2.059 -2.026
H 4.536 -1.212 1.087
H 2.123 -0.876 1.371
H 1.493 -2.094 -2.697
H 3.917 -2.374 -2.979
N -1.263 8.174 4.030
C -1.047 7.249 3.386
C -0.777 6.091 2.583
C -0.080 6.217 1.386
C 0.178 5.101 0.612
C -0.259 3.852 1.033
C -0.954 3.720 2.230
C -1.212 4.837 3.002
N 0.007 2.701 0.231
C 0.710 2.664 -0.956
C 0.721 1.371 -1.363
N 0.025 0.612 -0.450
C -0.386 1.435 0.491
H 0.260 7.190 1.061
H 0.719 5.225 -0.314
H -1.299 2.759 2.579
H -1.751 4.739 3.933
H 1.150 3.534 -1.402
H 1.194 0.931 -2.221
H -0.963 1.146 1.349
N -3.116 -1.896 -0.044
C -4.375 -1.603 -0.407
C -4.319 -0.446 -1.150
C -2.963 -0.107 -1.178
N -2.239 -0.990 -0.495
H -2.778 -2.668 0.505
H -5.202 -2.225 -0.112
H -5.139 0.075 -1.608
H -2.478 0.729 -1.654
C 1.520 -4.855 -0.650
S 0.020 -4.394 0.198
C -1.049 -5.680 -0.427
O -0.544 -3.153 -0.484
H 1.873 -5.791 -0.219
H 2.246 -4.067 -0.468
H 1.327 -4.958 -1.717
H -0.646 -6.642 -0.114
H -1.099 -5.609 -1.512
H -2.034 -5.542 0.013
```

For the highest occupied orbital energy, the calculation gives -10.99 eV. Its spin multiplicity is 1. Its net charge is +1. Its HOMO-LUMO gap is 8.42 eV.

---

Going through the records in order, we get ΔE to the lowest compared entry with this formula, charge and spin values of 206.8 0.0 469.9 0.0 51.0 114.6 379.1 121.4 205.9 366.1 45.1 0.0 kJ/mol.